The following is a quantum chemistry calculation of 3 unconnected molecules or ions with the total composition C2H7OS2 at a distorted geometry, from OMol25.

Summary:
- Kohn-Sham gap: 6.1681 eV
- Total charge: -1
- Calculated total energy: -25904.8057 eV
- Lowest unoccupied orbital energy: 3.68 eV

Cartesian coordinates (Å):
C1 2.14902 -0.22949 0.21762
O1 3.30150 -0.04488 -0.14963
H1 1.42580 -0.94691 -0.32746
H2 3.11618 0.96349 3.47878
H3 1.71040 0.55815 0.84570
C2 -1.44125 1.77151 -0.15526
S1 -1.14148 0.16389 -0.97196
S2 -1.08731 -1.20634 0.59087
H4 -1.29597 1.71885 0.97479
H5 -0.83905 2.61144 -0.35506
H6 -2.43863 2.10648 -0.51662
H7 3.32335 0.77459 2.82012

Forces on atoms 1 to 6 (eV/Å):
C -0.0125 0.7715 -2.6080
O -0.5976 -0.8155 0.6486
H 1.0186 0.6024 1.2849
H -0.3005 0.2775 0.9685
H -0.4343 -0.5254 0.5861
C -1.3116 -0.3188 1.3594